Entry 1:
{"formula": "C4H13NO2", "method": "wB97M-V/def2-TZVPD", "species": ["C", "C", "C", "C", "O", "N", "H", "H", "H", "H", "H", "H", "H", "H", "H", "H", "H", "H", "H", "O"], "coordinates": [[0.951, -2.590, -1.273], [0.393, -1.146, -1.253], [-0.991, -1.123, -0.586], [-1.410, 0.215, 0.011], [-1.660, 1.085, -1.087], [1.384, -0.207, -0.723], [0.566, -3.075, -2.178], [0.706, -3.148, -0.378], [2.029, -2.571, -1.418], [0.268, -0.908, -2.306], [-1.782, -1.245, -1.332], [-1.048, -1.929, 0.149], [-2.287, 0.084, 0.614], [-0.619, 0.601, 0.659], [-2.338, 1.713, -0.820], [2.300, -0.612, -0.739], [1.192, 0.305, 0.132], [1.205, 4.211, 4.304], [0.681, 5.524, 3.801], [0.461, 4.818, 4.424]], "lowdin_charge": [-0.068, -0.440, -0.147, -0.273, -0.059, 0.040, 0.078, 0.066, 0.063, 0.117, 0.121, 0.109, 0.108, 0.096, 0.085, 0.050, 0.055, 0.034, 0.034, -0.068], "smiles": "C[C@H](N)CCO.O"}

Entry 2:
{"formula": "C4H13NO2", "method": "wB97M-V/def2-TZVPD", "species": ["C", "C", "C", "C", "O", "N", "H", "H", "H", "H", "H", "H", "H", "H", "H", "H", "H", "H", "H", "O"], "coordinates": [[-1.677, 0.134, 1.459], [-1.253, -0.565, 0.164], [0.132, -0.155, -0.291], [1.254, -0.518, 0.683], [0.194, 1.245, -0.597], [-2.168, -0.302, -0.943], [-1.614, 1.213, 1.333], [-1.073, -0.133, 2.323], [-2.709, -0.098, 1.701], [-1.223, -1.642, 0.331], [0.325, -0.607, -1.265], [2.200, -0.229, 0.226], [1.240, -1.579, 0.912], [1.118, 0.057, 1.608], [0.146, 1.724, 0.239], [-2.123, 0.690, -1.160], [-3.126, -0.499, -0.675], [4.139, 0.384, -1.638], [2.735, 0.136, -2.170], [3.482, 0.745, -2.238]], "lowdin_charge": [-0.057, -0.426, -0.426, -0.034, -0.042, 0.041, 0.075, 0.071, 0.073, 0.138, 0.139, 0.064, 0.084, 0.080, 0.081, 0.073, 0.069, 0.029, 0.022, -0.056], "smiles": "C[C@H](O)[C@@H](C)N.O"}

Entry 3:
{"formula": "C4H13NO2", "method": "wB97M-V/def2-TZVPD", "species": ["C", "N", "C", "C", "C", "O", "H", "H", "H", "H", "H", "H", "H", "H", "H", "H", "H", "H", "H", "O"], "coordinates": [[1.927, -0.351, 0.979], [1.192, 0.356, -0.041], [1.427, 1.834, -0.097], [-0.254, 0.109, 0.196], [-1.057, 0.438, -1.053], [-2.242, -0.342, -0.849], [2.993, -0.369, 0.571], [1.824, 0.062, 1.988], [1.614, -1.425, 1.093], [0.732, 2.465, 0.487], [1.275, 2.039, -1.149], [2.428, 2.152, 0.135], [-0.649, 0.823, 1.007], [-0.512, -0.836, 0.676], [-0.648, 0.230, -1.992], [-1.420, 1.408, -1.047], [-2.843, -0.429, -1.628], [-2.054, -2.070, -0.208], [-2.158, -3.316, 0.719], [-1.575, -2.777, 0.215]], "lowdin_charge": [-0.137, -0.261, -0.085, -0.197, -0.206, -0.119, 0.102, 0.077, 0.094, 0.085, 0.073, 0.070, 0.137, 0.092, 0.108, 0.090, 0.121, -0.014, 0.019, -0.049], "smiles": "CN(C)CCO.O"}

Entry 4:
{"formula": "C4H13NO2", "method": "wB97M-V/def2-TZVPD", "species": ["C", "C", "N", "C", "C", "O", "H", "H", "H", "H", "H", "H", "H", "H", "H", "H", "H", "H", "H", "O"], "coordinates": [[-2.160, 0.519, 2.190], [-1.764, 0.978, 0.774], [-1.378, -0.067, -0.154], [-0.482, -1.098, 0.349], [0.861, -0.523, 0.737], [1.565, -0.003, -0.382], [-1.293, 0.615, 2.857], [-2.831, 1.200, 2.642], [-2.519, -0.507, 2.197], [-2.623, 1.499, 0.374], [-0.984, 1.743, 0.804], [-2.152, -0.395, -0.706], [-0.854, -1.682, 1.195], [-0.392, -1.820, -0.462], [1.478, -1.331, 1.112], [0.734, 0.256, 1.484], [1.601, 0.957, -0.365], [2.534, -0.242, -2.289], [2.182, 0.206, -3.699], [2.925, 0.141, -3.093]], "lowdin_charge": [-0.090, -0.284, -0.082, -0.226, -0.240, -0.073, 0.068, 0.049, 0.071, 0.102, 0.100, 0.103, 0.103, 0.120, 0.117, 0.109, 0.092, 0.005, 0.029, -0.072], "smiles": "CCNCCO.O"}

no.,F_max (eV Å⁻¹),Kohn-Sham gap (Eh)
1,1.064,0.347
2,0.877,0.376
3,2.891,0.340
4,1.791,0.354